Entry 1:
C19H28F9N2O4P3Ti | the ωB97M-V functional and the def2-TZVPD basis

Geometry (Å):
Ti (-0.2116, 0.8275, -0.4192)
C (-0.1110, 2.9179, 3.3064)
C (0.5288, 2.2713, 2.1194)
O (-0.3173, 1.8386, 1.1974)
C (1.9100, 2.0908, 2.0032)
C (2.5186, 1.6565, 0.8439)
C (3.9155, 1.1673, 0.6928)
N (1.7146, 1.7082, -0.3229)
N (1.9293, 2.7758, -1.0693)
C (0.8637, 3.0221, -1.8373)
O (-0.2306, 2.3832, -1.7042)
C (0.9414, 4.1048, -2.8365)
C (2.1232, 4.8135, -3.0445)
C (2.1688, 5.8173, -3.9973)
C (1.0375, 6.1199, -4.7460)
C (-0.1400, 5.4150, -4.5388)
C (-0.1907, 4.4083, -3.5875)
H (-0.8850, 2.2736, 3.7341)
H (-0.6124, 3.8407, 3.0012)
H (0.6250, 3.1600, 4.0741)
H (2.5206, 2.2616, 2.8844)
H (4.4484, 1.2131, 1.6433)
H (4.4532, 1.7684, -0.0471)
H (3.9216, 0.1323, 0.3359)
H (2.9928, 4.5636, -2.4528)
H (3.0884, 6.3656, -4.1597)
H (1.0745, 6.9048, -5.4915)
H (-1.0223, 5.6489, -5.1209)
H (-1.0980, 3.8464, -3.4119)
C (1.2689, -0.3748, 4.3156)
P (0.6221, -0.9017, 2.6650)
C (-1.1632, -0.7887, 2.9191)
C (0.9600, -2.6996, 2.7623)
C (0.6620, -3.4919, 1.4903)
P (2.1033, -3.4560, 0.3241)
C (2.8514, -5.0845, 0.7849)
C (1.2327, -3.9503, -1.2096)
H (0.9388, 0.6415, 4.5234)
H (2.3583, -0.3997, 4.3099)
H (0.8933, -1.0448, 5.0956)
H (-1.4081, -1.1794, 3.9092)
H (-1.6891, -1.3479, 2.1487)
H (-1.4866, 0.2472, 2.8344)
H (0.3635, -3.0643, 3.6067)
H (2.0114, -2.8082, 3.0495)
H (-0.1999, -3.0791, 0.9639)
H (0.4241, -4.5296, 1.7418)
H (3.7064, -5.2993, 0.1419)
H (2.1370, -5.9090, 0.7100)
H (3.2197, -5.0331, 1.8123)
H (0.6515, -4.8659, -1.0691)
H (1.9513, -4.1017, -2.0156)
H (0.5698, -3.1388, -1.5083)
F (-0.0602, -0.9724, -2.8313)
C (0.8173, -0.1528, -2.1592)
F (1.3295, 0.6554, -3.1421)
F (1.8690, -0.9648, -1.8328)
O (0.5287, -0.7885, 0.5695)
O (-0.7979, -0.9033, 0.0631)
F (-2.2156, 1.0348, -0.8904)
P (-3.8043, 1.3359, -0.2349)
F (-3.2515, 0.8098, 1.1807)
F (-3.2940, 2.8110, 0.1243)
F (-4.1727, -0.1693, -0.6362)
F (-5.2598, 1.6127, 0.3573)
F (-4.2195, 1.8324, -1.6981)

## Properties
Spin multiplicity: 4
Net charge: -1
Expectation value of S²: 3.79
LUMO energy (alpha / beta): 2.52 / 1.54 eV
HOMO level (alpha / beta): -0.13533 / -0.22767 hartree

---

Entry 2:
C19H28GaN6O | the ωB97M-V functional and the def2-TZVPD basis

Geometry (Å):
Ga (-2.0046, 1.0761, 1.7062)
C (-1.0274, 3.2544, 3.4949)
C (-1.8882, 2.2929, 4.2863)
N (-2.9700, 1.7205, 3.4474)
C (-4.1031, 2.6007, 3.0585)
C (-3.7626, 3.4788, 1.8643)
N (-3.0666, 2.6791, 0.8213)
C (-2.0000, 3.3949, 0.0859)
C (-0.8404, 3.7243, 1.0260)
N (-0.7104, 2.7120, 2.1254)
H (-0.1053, 3.4112, 4.0544)
H (-1.4866, 4.2330, 3.3849)
H (-2.2794, 2.7816, 5.1803)
H (-1.2789, 1.4502, 4.6202)
H (-3.3560, 0.9282, 3.9555)
H (-4.4250, 3.2111, 3.9040)
H (-4.9313, 1.9423, 2.7950)
H (-3.1295, 4.3179, 2.1406)
H (-4.6842, 3.9047, 1.4681)
H (-3.7445, 2.3285, 0.1495)
H (-2.3644, 4.3010, -0.3997)
H (-1.6575, 2.7219, -0.7029)
H (-0.9287, 4.7156, 1.4665)
H (0.0753, 3.7373, 0.4357)
H (0.2566, 2.4066, 2.1529)
C (0.6970, -4.8214, -5.4387)
C (1.5332, -4.1298, -4.4276)
C (2.6543, -4.7679, -3.8389)
C (3.4433, -4.1065, -2.9533)
C (3.1333, -2.7576, -2.5828)
N (3.9864, -2.1458, -1.7399)
C (4.0342, -0.7968, -1.2508)
O (5.0766, -0.2199, -1.3064)
N (2.9075, -0.2131, -0.7007)
C (1.8080, -0.7505, -0.0073)
C (1.7072, -2.0793, 0.3979)
C (0.5996, -2.4831, 1.1175)
C (-0.3639, -1.5538, 1.4660)
N (-0.2485, -0.2681, 1.1226)
C (0.7958, 0.1229, 0.3776)
C (1.9974, -2.1094, -3.1507)
C (1.2345, -2.7864, -4.0482)
H (1.0914, -5.7960, -5.7105)
H (0.6053, -4.2043, -6.3369)
H (-0.3221, -4.9464, -5.0561)
H (2.8885, -5.7876, -4.1163)
H (4.3152, -4.5860, -2.5236)
H (4.9052, -2.5706, -1.6438)
H (3.1246, 0.7552, -0.5014)
H (2.4932, -2.7886, 0.1784)
H (0.4970, -3.5090, 1.4429)
H (-1.2285, -1.8328, 2.0544)
H (0.8514, 1.1710, 0.1008)
H (1.7981, -1.0719, -2.9215)
H (0.3971, -2.2914, -4.5241)

## Properties
Net charge: +3
LUMO energy (alpha / beta): -9.57 / -10.78 eV
HOMO level (alpha / beta): -0.62461 / -0.59291 hartree

---

Entry 3:
C19H28N2O3S | the ωB97M-V functional and the def2-TZVPD basis

Geometry (Å):
O (-0.0857, -1.3374, -2.5119)
C (-0.5933, -1.7564, -1.4867)
C (-1.9728, -1.3026, -1.0519)
C (-1.9072, -0.1312, -0.0663)
C (-3.2967, 0.3602, 0.3390)
C (-4.0615, 1.0616, -0.8046)
C (-4.5454, 2.4061, -0.2411)
C (-4.4953, 2.2277, 1.2741)
C (-3.2320, 1.3978, 1.4689)
N (0.0522, -2.6678, -0.7139)
C (-0.3038, -3.1062, 0.6116)
C (0.6771, -2.5029, 1.6386)
N (1.9868, -2.3274, 1.0593)
S (2.6690, -0.8057, 1.0413)
O (2.3314, -0.2118, 2.3010)
O (4.0452, -0.9940, 0.7000)
C (1.8722, 0.2101, -0.2634)
C (2.7385, 1.4105, -0.3946)
C (2.6778, 2.4209, 0.5586)
C (3.5257, 3.5103, 0.4757)
C (4.4433, 3.6007, -0.5578)
C (4.5121, 2.5951, -1.5067)
C (3.6670, 1.5031, -1.4237)
C (2.3362, -3.2452, 0.0098)
C (1.3350, -3.1882, -1.1614)
H (-2.4820, -0.9700, -1.9577)
H (-2.5441, -2.1292, -0.6276)
H (-1.3595, 0.6911, -0.5325)
H (-1.3671, -0.4317, 0.8355)
H (-3.8788, -0.4994, 0.6874)
H (-4.9070, 0.4535, -1.1254)
H (-3.4179, 1.2162, -1.6698)
H (-3.8608, 3.2030, -0.5345)
H (-5.5404, 2.6681, -0.5976)
H (-5.3664, 1.6667, 1.6167)
H (-4.4632, 3.1764, 1.8075)
H (-3.1761, 0.9340, 2.4529)
H (-2.3534, 2.0321, 1.3374)
H (-1.3238, -2.8266, 0.8631)
H (-0.2306, -4.1997, 0.6360)
H (0.7483, -3.1636, 2.5118)
H (0.3532, -1.5217, 1.9887)
H (0.8829, 0.4438, 0.1157)
H (1.8201, -0.3663, -1.1800)
H (1.9739, 2.3398, 1.3732)
H (3.4731, 4.2894, 1.2216)
H (5.1057, 4.4513, -0.6210)
H (5.2290, 2.6589, -2.3118)
H (3.7246, 0.7172, -2.1621)
H (2.3692, -4.2538, 0.4357)
H (3.3405, -2.9746, -0.3147)
H (1.6855, -2.5394, -1.9660)
H (1.1892, -4.1932, -1.5767)

## Properties
Net charge: 0
SMILES string: O=C(CCC1CCCC1)N1CCN(S(=O)(=O)Cc2ccccc2)CC1
LUMO energy: 0.60 eV
HOMO level: -0.33078 hartree

---

Entry 4:
C19H28N2O3S2 | the ωB97M-V functional and the def2-TZVPD basis

Geometry (Å):
C (-2.5726, 2.6209, 1.1190)
S (-2.1390, 0.8838, 0.9059)
C (-0.3838, 1.0498, 0.4826)
C (-0.2219, 1.9141, -0.7543)
O (0.0816, 3.0922, -0.6396)
N (-0.4676, 1.3563, -1.9596)
C (-0.9386, -0.0004, -2.2429)
C (-1.6186, 0.1650, -3.5980)
C (-3.0199, 0.7586, -3.4542)
S (-3.3370, 1.7559, -4.9407)
C (-1.5765, 1.8656, -5.4118)
C (-0.7497, 1.2210, -4.3019)
C (0.5459, 0.6288, -4.8497)
C (-0.4543, 2.1982, -3.1548)
C (0.5063, 1.4693, 1.6769)
N (0.9064, 0.0668, 1.8110)
C (2.0515, -0.3599, 2.4150)
O (2.6820, 0.3569, 3.1626)
C (2.4121, -1.8248, 2.1460)
C (1.3114, -2.7707, 2.6343)
C (1.6260, -2.7830, 4.1150)
C (0.6898, -2.1535, 5.1036)
C (0.8929, -3.6458, 5.0907)
C (3.1279, -2.5250, 4.2073)
O (3.5496, -2.2218, 2.8727)
C (0.3068, -0.3374, 0.5399)
H (-3.6046, 2.6414, 1.4637)
H (-1.9360, 3.0866, 1.8694)
H (-2.4896, 3.1722, 0.1849)
H (-0.1048, -0.7058, -2.3090)
H (-1.6312, -0.3467, -1.4760)
H (-1.6541, -0.7693, -4.1605)
H (-3.7837, -0.0133, -3.3797)
H (-3.0794, 1.3869, -2.5641)
H (-1.4319, 1.3409, -6.3557)
H (-1.2997, 2.9104, -5.5555)
H (1.1346, 1.3955, -5.3564)
H (1.1643, 0.2177, -4.0490)
H (0.3363, -0.1685, -5.5651)
H (-1.2184, 2.9765, -3.0749)
H (0.5091, 2.6972, -3.2660)
H (1.3289, 2.1249, 1.3898)
H (-0.0082, 1.8750, 2.5458)
H (2.6389, -1.9406, 1.0823)
H (0.2963, -2.4395, 2.4205)
H (1.4686, -3.7559, 2.1900)
H (1.1327, -1.5886, 5.9135)
H (-0.2515, -1.7622, 4.7394)
H (0.0895, -4.2647, 4.7125)
H (1.4602, -4.0875, 5.8999)
H (3.3450, -1.6789, 4.8627)
H (3.6971, -3.3959, 4.5348)
H (-0.3577, -1.2026, 0.5885)
H (1.0385, -0.4860, -0.2604)

## Properties
Net charge: 0
SMILES string: CSC1(C(=O)N2C[C@H]3CSC[C@@]3(C)C2)CN(C(=O)[C@@H]2CC3(CC3)CO2)C1
LUMO energy: 0.37 eV
HOMO level: -0.32205 hartree

---

| no. | energy (eV) |
| --- | --- |
| 1 | -106773.6917 |
| 2 | -83496.3910 |
| 3 | -40115.7168 |
| 4 | -50950.1573 |